(1)
DFT (ωB97M-V/def2-TZVPD) results for one molecule with the formula C4H7NO.

Output
SMILES string   CC(=O)[C@H]1CN1
ΔE to the lowest compared entry with this formula, charge and spin   1.633 eV

Geometry as ORCA input:
```
! wB97M-V def2-TZVPD RIJCOSX def2/J DEFGRID3
* xyz 0 1
C 1.919 -0.271 0.459
C 0.616 0.433 0.175
O 0.445 1.610 0.433
C -0.477 -0.352 -0.483
C -1.842 -0.150 0.086
N -1.492 0.414 -1.198
H 2.547 -0.204 -0.440
H 1.782 -1.335 0.675
H 2.438 0.223 1.283
H -0.209 -1.312 -0.920
H -1.912 0.516 0.944
H -2.553 -0.973 0.063
H -1.262 1.401 -1.076
*
```


(2)
DFT (ωB97M-V/def2-TZVPD) results for a 2-piece molecular cluster, C5H10FNO8PS2 overall.

Geometry as ORCA input:
```
! wB97M-V def2-TZVPD RIJCOSX def2/J DEFGRID3
* xyz -1 1
O -3.260 0.314 -0.218
P -2.820 -0.267 -1.644
S -0.736 0.305 -1.957
O -0.103 -0.424 -3.183
O 0.024 -0.182 -0.701
N -0.620 2.018 -2.278
S 0.447 2.835 -1.163
O 1.867 2.208 -1.120
O 0.637 4.297 -1.727
C -0.424 2.831 0.531
C -1.891 3.592 0.364
F -1.713 5.070 0.318
H -3.682 0.294 -2.668
H -2.857 -1.717 -1.587
H -0.660 1.750 0.918
H 0.274 3.342 1.331
H -2.411 3.158 -0.603
H -2.535 3.282 1.302
C 1.865 -3.057 0.476
C 2.649 -2.540 1.638
O 2.102 -3.243 2.738
C 1.547 -4.388 2.241
O 1.137 -5.308 2.928
O 1.514 -4.368 0.877
H 2.452 -3.078 -0.446
H 0.948 -2.484 0.301
H 3.715 -2.778 1.562
H 2.533 -1.461 1.771
*
```


(3)
DFT (ωB97M-V/def2-TZVPD) results for C7H15NO as an isolated structure.

Output
ΔE to the lowest compared entry with this formula, charge and spin   4.003 eV

Geometry as ORCA input:
```
! wB97M-V def2-TZVPD RIJCOSX def2/J DEFGRID3
* xyz 0 1
C 0.820 1.400 -1.202
C 0.155 0.270 0.230
C -0.633 -0.531 -0.656
C 2.095 2.007 -0.673
C -0.533 1.138 1.245
C -0.778 -2.072 0.436
N -1.807 -2.082 1.362
C -0.126 -3.161 0.030
O -0.101 2.426 -1.463
H -0.902 2.046 -1.839
H 1.014 0.814 -2.110
H 1.065 -0.203 0.596
H -1.978 -2.966 1.832
H -1.826 -1.305 2.005
H -0.164 -0.942 -1.542
H -1.664 -0.212 -0.787
H 2.825 1.227 -0.458
H 1.901 2.580 0.234
H 2.538 2.682 -1.410
H -1.570 0.849 1.413
H 0.012 1.131 2.188
H -0.588 2.180 0.930
H -0.358 -4.154 0.407
H 0.601 -3.123 -0.767
*
```


no.,maximum force (Eh/bohr),electronic energy (eV),Kohn-Sham gap (eV)
1,0.00928,-7798.0113,10.91
2,0.15082,-56891.2482,8.67
3,0.12739,-11036.6717,8.92